Entry 1:
The following is a quantum chemistry calculation of 2 unconnected molecules or ions with the total composition C2H4ClOP, from the Open Molecules 2025 dataset.

Results
ΔE to the lowest compared entry with this formula, charge and spin   97.2 kcal per mole

Geometry as XYZ:
```
9
Properties=species:S:1:pos:R:3:lowdin_charge:R:1
C -0.70852 -0.14488 1.05521 -0.3175
C 0.79359 -0.47990 -1.18431 -0.3312
O 0.95176 -0.57622 0.11723 -0.2757
P -0.38490 1.45989 1.16201 0.5176
Cl -1.89546 2.15551 2.36761 0.0919
H -1.31573 -1.08614 1.42828 0.0853
H 0.27106 -1.24132 -1.71247 0.0614
H 1.80520 -0.58962 -1.74678 0.1198
H 0.48300 0.50268 -1.48679 0.0485
```

Entry 2:
The following is a quantum chemistry calculation of a molecular structure, C31H33LuN3O2PSe, from the Open Molecules 2025 dataset.

Results
ΔE to the lowest compared entry with this formula, charge and spin   0.0 kcal per mole

Geometry as XYZ:
```
72
Properties=species:S:1:pos:R:3:lowdin_charge:R:1
Lu 1.59995 -0.12435 0.31528 1.3568
C 2.92630 -3.32391 -3.17331 -0.0019
C 2.63571 -2.48247 -1.95955 -0.2717
N 1.51390 -2.17089 -1.49808 -0.0502
O 0.51666 -2.79863 -2.19347 -0.0214
C 3.83650 -1.78853 -1.28601 -0.2723
C 5.17542 -2.41722 -1.19048 -0.0207
N 3.42859 -0.73948 -0.68734 -0.2996
O 3.91949 -0.00244 0.26547 -0.2743
H 2.15772 -3.21284 -3.88290 0.0567
H 2.94817 -4.35994 -2.85880 0.0925
H 3.91727 -3.06612 -3.61569 0.1002
H -0.21120 -2.64793 -1.61269 0.0741
H 5.60259 -2.19350 -0.22700 0.0750
H 5.84842 -1.99484 -1.94500 0.0901
H 5.10711 -3.51334 -1.32336 0.0918
N 0.21510 0.92763 -0.67156 -0.4761
P -1.08583 1.30314 -1.43184 0.7406
C -1.13927 3.07483 -1.88486 -0.2842
C -0.34623 3.95040 -1.13655 -0.0739
C -0.42925 5.31690 -1.42071 -0.0920
C -1.20736 5.79689 -2.44220 -0.0919
C -1.96314 4.92925 -3.21335 -0.0784
C -1.92610 3.58283 -2.92036 -0.0904
C -2.56334 0.98787 -0.41961 -0.3122
C -3.64913 1.80776 -0.29975 -0.0660
C -4.73348 1.31599 0.47610 -0.0784
C -4.78562 0.04121 0.99032 -0.1031
C -3.71861 -0.79556 0.81957 -0.0819
C -2.60767 -0.30358 0.13074 -0.1130
C -1.50160 0.38859 -2.95142 -0.2897
C -0.44834 0.05297 -3.81299 -0.0875
C -0.65930 -0.70307 -4.95324 -0.0886
C -1.93116 -1.14744 -5.24387 -0.0751
C -2.94652 -0.91973 -4.31872 -0.0789
C -2.76951 -0.08542 -3.23851 -0.0894
H 0.40377 3.64042 -0.40892 0.0942
H 0.16263 6.00851 -0.83234 0.1036
H -1.13585 6.86004 -2.56455 0.1004
H -2.57413 5.29775 -4.00756 0.0981
H -2.50520 2.86733 -3.52687 0.1130
H -3.65927 2.82682 -0.71609 0.1116
H -5.64856 1.89856 0.64585 0.1047
H -5.69283 -0.30482 1.49853 0.1131
H -3.71930 -1.74804 1.29306 0.1016
H -1.75215 -0.94157 0.01354 0.0545
H 0.59451 0.35658 -3.54813 0.1191
H 0.19554 -0.92329 -5.54341 0.0954
H -2.11631 -1.59684 -6.20024 0.1004
H -3.97909 -1.25265 -4.52156 0.1142
H -3.63378 0.11304 -2.63814 0.1030
C 1.61659 0.38315 7.21858 -0.0539
C 1.41490 -0.22316 5.85478 -0.2819
C 2.36918 -1.02881 5.27705 -0.0171
C 2.18137 -1.53713 3.99102 -0.3200
C 3.26096 -2.31342 3.31459 -0.1050
C 0.95852 -1.28388 3.32454 -0.5556
Se 0.63548 -2.23438 1.66858 0.5662
C -0.06658 -0.48723 3.92844 -0.2984
C -1.38467 -0.23400 3.25793 -0.0850
C 0.21941 -0.02303 5.19663 -0.0385
H 2.52645 0.97184 7.27170 0.0733
H 1.67274 -0.34632 8.03377 0.0804
H 0.75530 1.04961 7.43266 0.0786
H 3.31026 -1.20420 5.76045 0.1125
H 4.20708 -2.26344 3.83337 0.0747
H 3.41698 -1.87953 2.30465 0.0433
H 2.86624 -3.32538 3.20335 0.0689
H -1.28488 0.36077 2.34539 0.0567
H -2.00573 0.41962 3.93429 0.0982
H -1.85581 -1.18572 3.00431 0.0591
H -0.48005 0.59777 5.71654 0.1017
```

Entry 3:
The following is a quantum chemistry calculation of 8 unconnected molecules or ions with the total composition C19H26F4N9, from the Open Molecules 2025 dataset.

Results
Total charge   +1

Geometry as XYZ:
```
58
Properties=species:S:1:pos:R:3:lowdin_charge:R:1
F -4.33849 -1.64749 -0.52363 0.1092
C -3.31502 -2.37900 -0.02695 -0.2553
F -3.04821 -1.94108 1.24063 0.0757
C -2.03971 -2.13688 -0.87290 -0.3617
F -1.27560 -3.26933 -0.81503 0.1270
F -2.38016 -1.88487 -2.16322 0.1337
C -1.19164 -0.99411 -0.39067 -0.1624
N -1.51000 0.29180 -0.36142 0.1941
C -0.47583 1.02740 0.15080 -0.0109
C 0.50386 0.14977 0.44617 -0.0152
N 0.03387 -1.08454 0.10602 0.1922
H -3.55397 -3.44295 0.00622 0.1812
H -2.38991 0.66488 -0.68916 0.1959
H -0.49300 2.09752 0.26711 0.1077
H 1.47874 0.31718 0.87083 0.0776
H 0.55917 -1.94072 0.21708 0.1893
C -0.99160 -2.93957 3.36600 -0.0875
C 0.34955 -2.82089 3.91502 -0.2808
N 1.40558 -2.72053 4.35032 0.1325
H -1.65389 -2.18391 3.79031 0.0333
H -0.95688 -2.81104 2.28551 0.0381
H -1.41851 -3.91857 3.57679 0.0916
C 1.72054 5.20197 -1.55816 -0.0558
C 1.64162 4.11702 -0.59676 -0.2410
N 1.57266 3.25177 0.15411 0.1452
H 2.54349 5.03634 -2.25136 0.0898
H 0.79484 5.26365 -2.12726 0.0938
H 1.86218 6.14979 -1.04562 0.0459
C 4.99508 1.90813 1.87988 -0.0557
C 4.22822 0.90299 1.16481 -0.2587
N 3.62332 0.11074 0.59839 0.1310
H 5.65562 2.43245 1.19219 0.0876
H 4.31956 2.62647 2.34057 0.0832
H 5.59561 1.43807 2.65616 0.0893
C -0.75130 -1.66102 -5.01478 -0.0737
C -0.58641 -0.28100 -4.58604 -0.2883
N -0.48548 0.80941 -4.24356 0.1186
H 0.19586 -2.19582 -4.98094 0.0705
H -1.45214 -2.16548 -4.35476 0.0597
H -1.13509 -1.72561 -6.03068 0.0915
C 3.09394 7.84372 2.07729 -0.0631
C 1.84240 7.64678 1.36105 -0.2753
N 0.85155 7.51764 0.79737 0.1380
H 3.15550 8.86577 2.44564 0.0879
H 3.15296 7.16359 2.92474 0.0839
H 3.94006 7.66101 1.41734 0.0827
C 1.82748 -5.82136 -4.70193 -0.0701
C 0.88429 -5.28605 -5.67350 -0.2841
N 0.16594 -4.87504 -6.46758 0.1346
H 2.59439 -5.08344 -4.47396 0.0821
H 1.31198 -6.09283 -3.78264 0.0793
H 2.31095 -6.70998 -5.10273 0.0872
C -5.92831 -1.76385 4.39738 -0.0603
C -4.53523 -1.72304 4.81614 -0.2582
N -3.43920 -1.67551 5.15097 0.1439
H -6.47936 -0.94350 4.85288 0.0887
H -6.00041 -1.67438 3.31502 0.0771
H -6.38546 -2.70246 4.70449 0.0876
```

Entry 4:
The following is a quantum chemistry calculation of C5H7N in the gas phase, from the Open Molecules 2025 dataset.

Results
ΔE to the lowest compared entry with this formula, charge and spin   120.6 kcal per mole

Geometry as XYZ:
```
13
Properties=species:S:1:pos:R:3:lowdin_charge:R:1
C 1.55796 0.41183 -0.21706 -0.1620
C 0.69254 -0.63620 -0.86317 -0.2056
N -0.06086 -1.45406 0.28667 0.0608
C -0.76675 -0.51394 -0.61651 -0.3311
C -1.37690 0.61301 0.08039 -0.1062
C -1.84324 1.61643 0.55921 0.1227
H 1.12992 0.93396 0.65972 0.0593
H 2.51230 -0.04064 0.07888 0.0611
H 1.79025 1.17081 -0.97102 0.0702
H 0.08818 -2.41694 0.05659 0.1263
H 0.00014 -1.18828 1.27012 0.1478
H -1.45836 -0.99667 -1.30770 0.1290
H -2.26520 2.50069 0.98387 0.0277
```

Entry 5:
The following is a quantum chemistry calculation of 9 unconnected molecules or ions with the total composition C5H31N3O8, from the Open Molecules 2025 dataset.

Results
ΔE to the lowest compared entry with this formula, charge and spin   66.8 kcal per mole
SMILES   C[C@H](CCN)NCN.O.O.O.O.O.O.O.O

Geometry as XYZ:
```
47
Properties=species:S:1:pos:R:3:lowdin_charge:R:1
C -0.36294 0.11541 3.30145 -0.0173
C -1.09136 0.99598 2.18603 -0.3545
C -2.58194 0.68353 1.95226 -0.1629
C -2.98640 -0.79328 1.69339 -0.2279
N -2.72572 -1.14454 0.30988 0.0047
N -0.34667 1.09058 0.90210 -0.0755
C 0.93478 1.86027 1.00018 -0.2075
N 1.02855 2.56708 -0.28354 0.0101
H -0.62100 -0.93409 3.15136 0.0454
H 0.65466 0.44334 3.13235 0.0668
H -0.87924 0.41716 4.21128 0.0784
H -1.10177 2.02565 2.58226 0.1330
H -2.95462 1.31216 1.12746 0.1018
H -3.15900 0.90366 2.87288 0.1184
H -4.08358 -0.85948 1.87162 0.1209
H -2.60945 -1.46677 2.48389 0.1046
H -1.86027 -1.61600 0.10002 0.0884
H -3.52454 -1.43930 -0.22145 0.1038
H -0.25775 0.07028 0.66334 0.0988
H 1.75628 1.13412 1.05089 0.0980
H 0.90889 2.53317 1.86564 0.1219
H 0.17001 2.61591 -0.81115 0.0717
H 1.24951 3.55323 -0.15886 0.0805
H -0.88668 -0.88610 -3.28492 -0.0147
H -0.58742 -2.32068 -3.98063 0.0406
O -0.75410 -1.85423 -3.16373 -0.0832
H -1.38289 0.99688 -2.09694 0.0188
H -0.29548 1.17683 -3.33001 0.0574
O -1.05644 0.69201 -2.97314 -0.0684
H 1.50792 0.29413 -2.41068 -0.0072
H 1.96654 1.67474 -1.83664 0.0080
O 2.12366 1.02629 -2.54536 -0.0799
H 2.62307 -0.99103 -1.88211 0.0054
H 4.05341 -0.40715 -2.01292 0.0540
O 3.53691 -1.10396 -1.60591 -0.0536
H 4.01077 -1.63638 1.18109 0.0557
H 3.44933 -0.73769 0.18880 0.0103
O 3.42195 -0.87396 1.16144 -0.0826
H 1.67684 -1.60823 1.62789 0.0169
H 0.68604 -2.49065 2.24179 0.0332
O 1.21345 -2.45222 1.43977 -0.0687
H 0.86229 -1.77461 -0.31140 0.0418
H 0.00642 -1.44234 -1.46400 0.0206
O 0.59104 -0.98334 -0.83195 -0.0808
H -1.52651 0.84844 0.04897 -0.0487
H -2.68110 0.22424 -0.44221 -0.0260
O -2.27407 1.10481 -0.55167 -0.1505
```

| no. | LUMO energy (eV) | strongest force on any atom (eV/A) | HOMO energy (eV) |
| --- | --- | --- | --- |
| 1 | -0.51 | 5.86 | -10.021 |
| 2 | 0.32 | 3.70 | -7.520 |
| 3 | -2.86 | 0.76 | -13.625 |
| 4 | 0.89 | 0.68 | -7.365 |
| 5 | 0.54 | 3.55 | -9.169 |